(1)
The following is a quantum chemistry calculation of a 11-piece molecular cluster, C27H71BN5O18 overall in a non-equilibrium geometry, from the Open Molecules 2025 dataset.

Geometry as XYZ:
```
122
Properties=species:S:1:pos:R:3:forces:R:3
O -12.91126 -31.89779 21.49570 3.1263 3.6668 -2.2309
C -12.21790 -30.97539 20.96302 -0.6454 -2.5726 2.3169
O -10.84774 -30.87019 20.92870 -2.6150 -1.9665 0.3671
B -10.41095 -29.61728 20.37721 -2.0186 0.0751 0.9637
O -11.73416 -28.96711 19.94434 0.5383 -0.1607 -0.4087
C -12.75931 -29.67333 20.34293 -2.0273 0.3008 -1.1712
O -13.95578 -29.39772 20.18143 2.9336 -0.8590 0.1674
O -9.34364 -29.80681 19.41318 -1.1005 -0.6177 -1.4305
C -8.40676 -28.96964 19.65080 4.9315 1.4031 -0.4225
O -7.29752 -28.85794 19.07587 -3.4281 -0.4868 1.2092
C -8.74077 -28.23318 20.95393 0.0555 3.0371 3.0713
O -9.87848 -28.78937 21.42294 1.5105 0.8688 -0.4274
O -8.17406 -27.30096 21.55020 -1.0416 -2.9441 -2.3411
C -14.18178 -32.35176 25.75809 -0.2665 0.1066 0.7553
C -15.19136 -31.34160 25.19728 0.1125 -1.2546 -0.7114
C -15.66964 -30.30623 26.22670 -0.2152 0.5587 -0.6158
O -16.27743 -30.91589 27.33267 -0.7803 -0.7016 0.8066
C -17.17008 -30.11747 28.09589 -0.0204 0.6064 -0.7773
N -14.60832 -30.71280 23.99605 -0.1744 1.0279 1.5138
H -13.31029 -31.85139 26.18026 0.1655 0.2117 -0.2067
H -13.85663 -33.04156 24.97927 -0.0281 -0.0093 0.0051
H -14.59480 -32.91851 26.59254 -0.1859 -0.1626 -0.0630
H -16.00411 -31.93212 24.77440 -0.6516 0.1194 0.6552
H -16.35775 -29.61844 25.73522 -0.3351 -0.0240 -0.2470
H -14.87394 -29.65694 26.59190 0.6156 -0.0834 -0.1413
H -18.04091 -29.75908 27.54698 -0.3484 -0.5554 -0.6637
H -16.75985 -29.14288 28.36043 0.7338 -0.1190 0.6157
H -17.55811 -30.66466 28.95503 0.5023 -0.0733 -0.0356
H -14.46154 -31.37195 23.24500 0.0876 -0.2060 0.0773
H -13.72292 -30.44926 24.40437 0.7484 0.5700 -0.9845
C -7.97039 -37.72633 21.86470 -0.8586 0.4962 0.8497
C -8.51759 -36.32832 22.12769 1.2250 1.2774 -1.8745
C -8.59602 -35.60008 20.75476 -1.2872 -0.3242 0.3000
O -9.19189 -34.30051 20.78744 0.6895 -0.0083 0.6057
C -8.30236 -33.28620 21.20744 -0.2770 0.7706 0.1931
N -9.79307 -36.30445 22.75279 -0.2563 -0.4877 0.5364
H -8.81087 -38.24905 21.40811 0.3757 -0.3325 -0.4372
H -7.82122 -38.19267 22.83854 0.3357 -0.2351 -0.0845
H -7.04877 -37.68391 21.28426 -0.1185 -0.3092 -0.0388
H -7.80335 -35.74096 22.70473 0.4982 -0.0177 0.2294
H -9.33408 -36.10491 20.13145 0.2586 -0.6033 -0.1074
H -7.62144 -35.61344 20.26678 0.1197 0.2790 -0.0878
H -8.85224 -32.34507 21.20892 -0.0310 0.0405 -0.6731
H -7.43456 -33.24829 20.54898 0.1036 0.1757 0.0022
H -7.99900 -33.30904 22.25413 0.2669 -0.8363 0.2205
H -9.59895 -36.23491 23.74152 -0.5275 -0.1460 0.3046
H -10.26690 -35.44242 22.52371 -0.1852 -0.3090 0.1158
C -4.61745 -27.97611 21.36772 -1.2609 0.6353 -0.0567
C -3.53395 -28.81991 20.82077 2.1037 -0.9971 -0.5117
C -3.99216 -30.24983 20.55088 -0.6449 -0.4806 -0.1943
O -2.97690 -31.07944 19.94891 0.1864 0.9661 0.7892
C -3.36323 -32.37539 19.68290 -1.2032 -1.9804 -0.7919
N -2.77350 -28.28827 19.65766 -0.7482 -0.2147 0.2979
H -4.32752 -26.93386 21.50097 0.2648 -0.0852 0.0910
H -4.97285 -28.36921 22.32023 0.1434 0.0269 0.1536
H -5.50713 -27.95131 20.73848 -0.0173 -0.0810 -0.2526
H -2.76023 -28.89121 21.58521 0.1261 -0.0696 0.2699
H -4.86755 -30.23346 19.90162 -0.1433 0.0304 -0.3809
H -4.34492 -30.68438 21.48620 0.1445 -0.3017 0.2711
H -4.16255 -32.50771 18.95373 -0.1925 0.8718 -0.6487
H -3.81638 -32.99602 20.45593 0.2336 0.5519 1.2780
H -2.58500 -33.03601 19.30075 0.6994 0.7166 0.0380
H -2.25978 -29.10763 19.36640 0.7457 -0.0469 -0.0870
H -3.40702 -28.21357 18.87461 -0.5112 0.4538 -0.2476
C -2.62722 -25.44539 14.72757 -1.8530 -0.1455 0.8000
C -3.24655 -24.87805 16.03634 -0.9262 0.2520 -0.0791
C -4.36262 -25.76969 16.68753 0.6494 -0.3720 -0.8406
O -5.01759 -25.10125 17.71367 -1.0396 1.3608 1.5492
C -6.04556 -25.86548 18.44005 1.7894 -0.8936 -1.3027
N -2.20074 -24.60175 16.98447 0.8341 0.1487 0.6651
H -2.46899 -26.50177 14.94466 0.7453 0.0091 -0.4038
H -1.78655 -24.88051 14.32473 0.2295 -0.2471 0.5511
H -3.39918 -25.39176 13.95991 -0.1103 -0.1326 -0.1547
H -3.71788 -23.91603 15.83515 -0.5693 0.0207 -0.4844
H -3.91467 -26.68252 17.08019 0.3486 -0.2984 0.0569
H -5.07133 -26.08422 15.92143 -0.1677 0.0110 -0.3457
H -6.37387 -25.49938 19.41282 0.3341 0.9049 -0.3914
H -5.53476 -26.80135 18.66660 -0.4310 -0.4210 0.0235
H -6.88602 -26.05704 17.77295 -0.1161 0.0146 0.0837
H -1.83949 -23.69588 16.72179 0.5449 0.0611 -0.0454
H -2.59483 -24.41395 17.89525 -0.2710 -0.2813 0.2988
C -10.81753 -27.61656 16.33567 1.2793 -0.5227 0.9605
C -10.09193 -28.76916 15.65231 -0.5283 0.4903 -0.5202
C -10.92937 -30.05646 15.50972 0.4983 1.6340 1.2831
O -10.17562 -31.02706 14.82165 -1.3034 0.1930 0.0583
C -10.95870 -32.18611 14.74408 1.0558 -1.9159 -0.3289
N -9.79841 -28.25365 14.32240 0.9880 -0.3255 0.3463
H -11.71526 -27.34375 15.78092 -0.3410 -0.1742 0.5898
H -10.16727 -26.74208 16.35907 0.1221 0.0236 -0.5236
H -10.85504 -27.85052 17.39961 -1.2782 -0.0048 0.0783
H -9.14564 -29.00724 16.13808 0.0335 0.0436 0.1900
H -11.85854 -29.72760 15.04434 -0.2162 -0.3977 -0.7782
H -11.25119 -30.41503 16.48745 0.2105 -0.3282 0.3405
H -11.87968 -32.15073 14.16215 -0.1108 0.6208 0.0196
H -11.14856 -32.66449 15.70491 -0.3910 0.5770 0.5377
H -10.34167 -32.96313 14.29283 0.1581 0.1291 -0.5008
H -10.69394 -28.05439 13.89998 0.0737 -0.2050 -0.6285
H -9.31042 -29.02728 13.89407 -0.2278 0.1544 -1.0449
O -11.36969 -34.03347 22.81384 -0.1421 0.0732 0.6025
H -12.07559 -33.38764 22.84263 -0.2792 0.2358 -0.2181
H -10.82653 -33.76248 22.07372 0.1686 0.2456 -0.5346
O -14.94870 -28.29067 22.36521 -0.2487 1.1250 0.1080
H -15.03676 -28.97104 23.03272 -0.0320 -0.5769 0.4926
H -14.55274 -28.73802 21.61733 -0.1037 -0.1641 -0.2509
C -11.02195 -30.65823 24.55067 0.6747 -0.7186 -1.6458
O -11.87894 -29.78946 25.18842 -1.1000 0.9219 1.0898
H -10.63411 -31.44351 25.19951 0.5739 0.3013 0.1782
H -11.50260 -31.20682 23.74065 -0.5308 0.0200 0.0159
H -10.32859 -30.00825 24.01692 0.9480 -0.7368 0.1217
H -11.34909 -29.00278 25.33673 -0.4912 0.1877 0.2265
C -7.89938 -32.17625 17.15516 0.7818 1.1743 -0.0162
O -6.83614 -31.49463 17.95033 -1.2403 -2.0340 -0.9710
H -7.94381 -31.73099 16.16124 0.1883 0.1185 -0.0795
H -7.70951 -33.23819 16.99914 0.5892 0.0757 0.4747
H -8.92660 -32.11113 17.51387 0.1537 0.2919 0.7416
H -7.16596 -30.69438 18.36557 -0.3285 0.3314 -0.2025
C -15.79865 -27.10224 18.85996 0.5348 0.3521 -0.0013
O -15.14074 -26.17987 19.78477 -0.9060 -0.4893 -1.4806
H -16.67882 -27.64700 19.20149 0.0754 0.1920 0.7556
H -16.14383 -26.56258 17.97808 0.0477 0.6822 0.2744
H -15.13544 -27.84685 18.41973 0.4434 -0.0719 0.5220
H -15.02187 -26.52958 20.67087 -0.2274 -0.7019 0.0202
```
Positions in Å, forces in eV/Å.

Output
**HOMO-LUMO gap**: 9.13 eV
**HOMO**: -7.36 eV
**Net charge**: -1

These are the Mulliken partial charges, in e, on atoms 1 to 8: -0.763 0.774 0.468 0.843 -0.813 0.231 -0.728 0.265


(2)
The following is a quantum chemistry calculation of a 5-piece molecular cluster, H9O5 overall in a non-equilibrium geometry, from the Open Molecules 2025 dataset.

Geometry as XYZ:
```
14
Properties=species:S:1:pos:R:3:forces:R:3
O 0.28627 0.34428 0.46424 -0.4145 1.7203 2.8462
H 0.47034 -0.13386 -0.29027 0.9137 -2.2529 -3.0871
O 0.90423 -4.00122 -2.29919 -0.0292 -0.5802 0.6646
H 0.56964 -3.18645 -1.93384 -0.1553 0.5957 -0.1337
H 0.81852 -4.58525 -1.52585 0.1770 -0.0482 -0.5354
O 2.25314 2.17035 0.32244 -2.0377 2.0530 -2.9332
H 1.55544 2.64171 -0.32580 2.3954 -1.3763 2.2273
H 1.71853 1.49215 0.71869 -0.3799 -0.5589 0.8320
O -1.31312 2.26898 -0.54380 -0.9956 -2.2901 0.0673
H -2.32346 2.08995 -0.68380 3.1817 0.0179 0.4690
H -0.75697 1.39633 -0.31484 -2.5997 2.7647 -0.6029
O -1.43530 -0.50149 2.41547 2.8685 -0.1866 -3.5501
H -1.94812 0.28982 2.47241 -0.6509 0.9617 0.1345
H -0.79913 -0.28532 1.52413 -2.2735 -0.8202 3.6016
```
Positions in Å, forces in eV/Å.

Output
**HOMO-LUMO gap (spin up / spin down)**: 11.19 / 6.51 eV
**HOMO (spin up / spin down)**: -11.46 / -11.46 eV
**Multiplicity**: 2
**Energy above the lowest of the compared OMol25 structures with the same formula, charge and spin**: 138.4 kJ/mol
**Net charge**: 0

These are the Mulliken partial charges, in e, on atoms 1 to 8: -0.578 0.370 -0.624 0.298 0.327 -0.621 0.353 0.373


no.,calculated total energy (Eh)
1,-2724.4065
2,-381.4333